P.
# C2H2S2

The molecule C2H2S2 (the ωB97M-V functional and the def2-TZVPD basis, the OMol25 dataset).

XYZ file:
```
6
Properties=species:S:1:pos:R:3:mulliken_charge:R:1
S 2.88 -0.11 -0.27 -0.116
C 1.35 0.30 0.29 0.025
C 0.31 1.26 0.30 0.061
S -1.27 1.60 0.37 -0.214
H 3.24 -0.92 0.62 0.121
H -1.76 0.88 -0.61 0.123
```

Values from the calculation:
M = 90.17 g/mol
LUMO level = 0.2 eV
Kohn-Sham gap = 8.80 eV
SMILES string = SC#CS
spin multiplicity = 1
highest occupied orbital energy = -8.57 eV



Q.
# C2H2S2

The molecule C2H2S2 (the ωB97M-V functional and the def2-TZVPD basis, the OMol25 dataset).

XYZ file:
```
6
Properties=species:S:1:pos:R:3:mulliken_charge:R:1
S -1.95 2.62 -0.68 -0.273
C -0.82 1.51 -0.87 0.251
C -0.05 0.30 -0.25 -0.470
S 0.59 1.08 -1.88 -0.072
H 0.73 0.22 0.47 0.315
H -0.76 -0.47 -0.25 0.248
```

Values from the calculation:
M = 90.17 g/mol
LUMO level = -0.4 eV
Kohn-Sham gap = 8.43 eV
SMILES string = S=C1CS1
spin multiplicity = 1
highest occupied orbital energy = -8.80 eV



Top of the stability list: Q, leading by 169.0 kJ/mol.



P.
# C5H11N

The ion C5H11N with charge -1 (the ωB97M-V functional and the def2-TZVPD basis, the OMol25 dataset).

XYZ file:
```
17
Properties=species:S:1:pos:R:3:lowdin_spin:R:1
C -2.03 1.18 1.76 0.017
C -0.63 0.56 1.55 0.023
C -0.64 -0.22 0.26 0.086
C 0.59 -0.53 -0.26 0.123
N 0.86 -1.04 -1.51 0.042
C 2.06 -0.79 -2.30 0.387
H -2.74 0.35 1.71 0.004
H -2.39 1.95 1.09 0.003
H -2.10 1.55 2.79 0.001
H 0.05 1.42 1.49 0.013
H -0.38 -0.05 2.42 0.002
H -1.47 -0.02 -0.41 0.009
H 1.45 -0.27 0.37 0.024
H 0.39 -1.97 -1.65 0.080
H 2.32 0.21 -1.97 0.050
H 2.82 -1.49 -1.94 0.055
H 1.86 -0.84 -3.37 0.079
```

Values from the calculation:
M = 85.15 g/mol
LUMO level (spin up / spin down) = 3.9 / 3.8 eV
Kohn-Sham gap (spin up / spin down) = 2.45 / 7.54 eV
spin multiplicity = 2
total charge = -1
highest occupied orbital energy (spin up / spin down) = 1.41 / -3.79 eV



Q.
# C5H11N

The ion C5H11N with charge -1 (the ωB97M-V functional and the def2-TZVPD basis, the OMol25 dataset).

XYZ file:
```
17
Properties=species:S:1:pos:R:3:lowdin_spin:R:1
C -0.39 1.76 0.95 0.224
N -0.03 0.90 -0.15 0.005
C 1.22 0.18 -0.05 0.110
C 0.88 -1.32 -0.02 0.097
C -0.42 -1.38 -0.84 0.053
C -1.09 -0.03 -0.56 0.112
H -1.16 2.48 0.62 0.041
H -0.77 1.21 1.82 0.063
H 0.48 2.36 1.25 0.039
H 1.85 0.45 0.80 0.050
H 1.90 0.34 -0.90 0.024
H 1.68 -1.91 -0.48 0.022
H 0.66 -1.63 1.01 0.048
H -0.31 -1.53 -1.91 0.010
H -1.05 -2.16 -0.43 0.025
H -1.78 -0.13 0.28 0.046
H -1.66 0.39 -1.39 0.030
```

Values from the calculation:
M = 85.15 g/mol
LUMO level (spin up / spin down) = 4.4 / 4.4 eV
Kohn-Sham gap (spin up / spin down) = 2.84 / 8.70 eV
spin multiplicity = 2
total charge = -1
highest occupied orbital energy (spin up / spin down) = 1.55 / -4.28 eV



Top of the stability list: Q, leading by 96.1 kJ/mol.



P.
# C2H8N2S

A cluster of 2 separate species, C2H8N2S in total (the ωB97M-V functional and the def2-TZVPD basis, the OMol25 dataset).

XYZ file:
```
13
Properties=species:S:1:pos:R:3:mulliken_charge:R:1
N -0.64 -0.09 0.97 -0.559
C -0.25 0.32 -0.34 -0.155
C 0.85 1.02 -0.56 -0.184
N 1.38 1.35 -1.80 -0.497
H -0.03 0.27 1.69 0.214
H -1.61 0.07 1.23 0.279
H -0.94 0.09 -1.14 0.279
H 1.42 1.34 0.31 0.203
H 0.70 1.37 -2.54 0.221
H 1.92 2.20 -1.81 0.239
S -0.69 -3.16 0.99 -0.425
H -1.55 -3.08 2.02 0.106
H -0.59 -1.69 1.00 0.279
```

Values from the calculation:
M = 92.17 g/mol
LUMO level = 0.9 eV
Kohn-Sham gap = 8.73 eV
SMILES string = N/C=C/N.S
spin multiplicity = 1
highest occupied orbital energy = -7.86 eV



Q.
# C2H8N2S

A structure of composition C2H8N2S (the ωB97M-V functional and the def2-TZVPD basis, the OMol25 dataset).

XYZ file:
```
13
Properties=species:S:1:pos:R:3:mulliken_charge:R:1
C -0.46 -1.01 -0.09 -0.528
C 0.92 1.42 -0.31 -0.675
N -1.93 -1.15 -0.23 -0.495
N 1.04 -0.05 -0.64 -0.293
S 2.30 -0.94 -0.03 -0.116
H -0.28 -0.82 0.96 0.338
H -0.06 -1.99 -0.22 0.394
H 2.19 -0.52 1.15 0.086
H 0.08 1.93 -1.00 0.239
H 0.80 1.68 0.75 0.313
H 1.93 1.93 -0.66 0.251
H -2.53 -0.64 0.38 0.236
H -2.18 -0.92 -1.19 0.251
```

Values from the calculation:
M = 92.17 g/mol
LUMO level = 0.9 eV
Kohn-Sham gap = 9.39 eV
spin multiplicity = 1
highest occupied orbital energy = -8.48 eV



R.
# C2H8N2S

A structure of composition C2H8N2S (the ωB97M-V functional and the def2-TZVPD basis, the OMol25 dataset).

XYZ file:
```
13
Properties=species:S:1:pos:R:3:mulliken_charge:R:1
C 0.13 1.28 -0.64 -0.676
S -0.34 2.69 -1.64 -0.242
H 0.41 1.85 0.31 0.272
H -0.78 0.76 -0.37 0.256
H 0.84 0.55 -1.13 0.264
N 0.02 -3.30 0.51 -0.563
C 0.51 -2.34 1.19 0.077
N 0.14 -1.48 2.16 -0.393
H 0.03 -4.28 0.78 0.238
H -2.07 2.51 -1.53 0.121
H 1.66 -2.04 0.83 0.163
H 0.76 -0.76 2.49 0.248
H -0.62 -1.61 2.82 0.236
```

Values from the calculation:
M = 92.17 g/mol
LUMO level = 0.2 eV
Kohn-Sham gap = 8.36 eV
spin multiplicity = 1
highest occupied orbital energy = -8.13 eV



Top of the stability list: P, leading by 226.6 kJ/mol.



P.
# C2H8N2S

A cluster of 2 separate species, C2H8N2S in total (the ωB97M-V functional and the def2-TZVPD basis, the OMol25 dataset).

XYZ file:
```
13
Properties=species:S:1:pos:R:3:mulliken_charge:R:1
C 0.97 -0.71 -1.24 -0.830
N -0.26 -0.01 -0.83 -0.381
C -0.22 1.26 -0.77 0.030
N 0.76 2.03 -0.17 -0.428
H 1.33 -0.20 -2.14 0.329
H 0.72 -1.71 -1.55 0.255
H 1.78 -0.76 -0.49 0.261
H -1.13 1.82 -1.02 0.350
H 0.46 2.80 0.39 0.225
H 1.57 1.50 0.09 0.203
S -2.14 -1.59 2.12 -0.283
H -2.09 -1.56 3.46 0.135
H -1.75 -2.87 2.15 0.134
```

Values from the calculation:
M = 92.17 g/mol
LUMO level = 0.9 eV
Kohn-Sham gap = 9.19 eV
SMILES string = C/N=C\N.S
spin multiplicity = 1
highest occupied orbital energy = -8.31 eV



Q.
# C2H8N2S

A cluster of 2 separate species, C2H8N2S in total (the ωB97M-V functional and the def2-TZVPD basis, the OMol25 dataset).

XYZ file:
```
13
Properties=species:S:1:pos:R:3:mulliken_charge:R:1
H 0.70 0.07 -4.40 0.246
N 1.07 -0.48 -3.64 -0.644
C 2.34 -0.41 -3.58 0.118
N 3.18 -1.27 -2.93 -0.523
H 2.76 0.37 -4.23 0.271
H 2.71 -2.12 -2.68 0.279
H 4.02 -1.46 -3.46 0.254
C -3.01 1.33 4.06 -0.699
S -2.16 0.15 5.15 -0.190
H -3.65 1.94 4.69 0.232
H -3.58 0.79 3.31 0.266
H -2.29 1.92 3.50 0.279
H -2.07 -0.82 4.22 0.112
```

Values from the calculation:
M = 92.17 g/mol
LUMO level = 1.0 eV
Kohn-Sham gap = 10.00 eV
SMILES string = [H]/N=C/N.CS
spin multiplicity = 1
highest occupied orbital energy = -8.97 eV



Top of the stability list: Q, leading by 61.3 kJ/mol.



P.
# C2H4OSSi

The molecule C2H4OSSi (the ωB97M-V functional and the def2-TZVPD basis, the OMol25 dataset).

XYZ file:
```
9
Properties=species:S:1:pos:R:3:mulliken_charge:R:1
C -0.26 0.57 0.06 -0.311
C 0.50 1.67 0.00 -0.327
S 2.28 1.52 -0.08 0.134
O 2.21 -0.53 -0.12 -0.351
Si 0.69 -1.03 -0.07 0.385
H -1.27 0.87 0.28 0.364
H 0.03 2.57 -0.24 0.357
H 0.20 -1.53 1.21 -0.126
H 0.41 -1.92 -1.13 -0.126
```

Values from the calculation:
M = 104.21 g/mol
LUMO level = -1.4 eV
Kohn-Sham gap = 7.55 eV
SMILES string = C1=CSO[SiH2]1
spin multiplicity = 1
highest occupied orbital energy = -8.95 eV



Q.
# C2H4OSSi

The molecule C2H4OSSi (the ωB97M-V functional and the def2-TZVPD basis, the OMol25 dataset).

XYZ file:
```
9
Properties=species:S:1:pos:R:3:mulliken_charge:R:1
C 0.43 -0.45 1.48 -0.692
C 1.03 0.57 0.90 0.042
S 0.53 1.20 -0.73 -0.186
Si -1.00 -0.13 -1.74 0.569
O -1.24 -1.57 -2.13 -0.438
H 0.60 -0.79 2.39 0.313
H -0.18 -1.07 0.84 0.114
H 1.61 1.28 1.42 0.334
H -1.76 0.97 -2.42 -0.054
```

Values from the calculation:
M = 104.21 g/mol
LUMO level = -0.7 eV
Kohn-Sham gap = 8.76 eV
SMILES string = C=CS[SiH]=O
spin multiplicity = 1
highest occupied orbital energy = -9.45 eV



Top of the stability list: Q, leading by 96.9 kJ/mol.



P.
# CH2OS

The molecule CH2OS (the ωB97M-V functional and the def2-TZVPD basis, the OMol25 dataset).

XYZ file:
```
5
Properties=species:S:1:pos:R:3:mulliken_charge:R:1
O -1.57 -0.29 0.04 -0.436
C -0.62 0.45 -0.08 0.130
S 0.95 -0.18 0.00 -0.154
H -0.68 1.49 0.09 0.311
H 1.68 1.01 0.16 0.149
```

Values from the calculation:
M = 62.09 g/mol
LUMO level = 0.5 eV
Kohn-Sham gap = 10.81 eV
SMILES string = O=CS
spin multiplicity = 1
highest occupied orbital energy = -10.27 eV



Q.
# CH2OS

The molecule CH2OS (the ωB97M-V functional and the def2-TZVPD basis, the OMol25 dataset).

XYZ file:
```
5
Properties=species:S:1:pos:R:3:mulliken_charge:R:1
O 0.09 -0.38 1.39 -0.415
C -0.31 -0.80 0.33 0.173
S 0.08 0.54 -0.83 -0.217
H -1.06 -1.73 0.19 0.281
H 0.99 1.05 -0.01 0.178
```

Values from the calculation:
M = 62.09 g/mol
LUMO level = 0.5 eV
Kohn-Sham gap = 10.16 eV
SMILES string = O=CS
spin multiplicity = 1
highest occupied orbital energy = -9.65 eV



Top of the stability list: P, leading by 55.7 kJ/mol.



P.
# C2H9OS

A cluster of 2 separate species, C2H9OS in total (the ωB97M-V functional and the def2-TZVPD basis, the OMol25 dataset).

XYZ file:
```
13
Properties=species:S:1:pos:R:3:mulliken_charge:R:1
O -0.09 0.28 -2.81 -0.657
H -0.01 -0.05 -3.71 0.308
H 0.05 1.28 -2.81 0.346
H 0.34 -0.01 -0.95 0.316
C -0.71 -1.51 0.95 -0.699
S -0.36 0.11 0.22 0.157
C 0.72 1.10 1.28 -0.780
H 0.25 -2.04 0.80 0.310
H -1.06 -1.10 1.95 0.333
H -1.53 -2.02 0.37 0.340
H 1.75 0.90 1.18 0.366
H 0.39 0.93 2.35 0.319
H 0.26 2.13 1.16 0.341
```

Values from the calculation:
M = 81.16 g/mol
LUMO level = -3.2 eV
Kohn-Sham gap = 12.54 eV
spin multiplicity = 1
total charge = +1
highest occupied orbital energy = -15.76 eV



Q.
# C2H9OS

A cluster of 3 separate species, C2H9OS in total (the ωB97M-V functional and the def2-TZVPD basis, the OMol25 dataset).

XYZ file:
```
13
Properties=species:S:1:pos:R:3:mulliken_charge:R:1
O 0.79 2.09 1.12 -0.553
H 0.34 2.34 1.94 0.204
H -0.62 2.95 3.41 0.109
H 1.62 2.58 1.14 0.292
C -0.43 -2.19 -2.08 -1.028
C 0.14 -1.25 -1.10 0.310
S -0.83 -0.25 -0.31 0.001
H -0.46 -3.18 -1.58 0.341
H 0.26 -2.36 -2.91 0.326
H -1.44 -2.01 -2.43 0.382
H -0.55 2.24 3.22 -0.033
H 1.22 -1.33 -1.05 0.362
H -0.05 0.38 0.63 0.286
```

Values from the calculation:
M = 81.16 g/mol
LUMO level = -6.0 eV
Kohn-Sham gap = 9.74 eV
spin multiplicity = 1
total charge = +1
highest occupied orbital energy = -15.78 eV



R.
# C2H9OS

A cluster of 3 separate species, C2H9OS in total (the ωB97M-V functional and the def2-TZVPD basis, the OMol25 dataset).

XYZ file:
```
13
Properties=species:S:1:pos:R:3:mulliken_charge:R:1
O -1.17 0.75 0.70 -0.523
H -2.05 0.35 0.78 0.270
H -3.55 -0.07 2.42 -0.115
H -1.33 1.69 0.82 0.299
C 1.65 -0.32 -1.92 -0.984
C 1.27 -0.48 -0.52 0.266
S 1.95 0.48 0.63 0.038
H 1.67 -1.23 -2.51 0.333
H 2.62 0.17 -1.98 0.373
H 0.96 0.39 -2.39 0.304
H -3.51 -0.79 2.63 0.121
H 0.51 -1.17 -0.20 0.361
H 0.98 0.21 1.54 0.257
```

Values from the calculation:
M = 81.16 g/mol
LUMO level = -6.2 eV
Kohn-Sham gap = 9.80 eV
spin multiplicity = 1
total charge = +1
highest occupied orbital energy = -16.02 eV



Top of the stability list: P, leading by 86.3 kJ/mol.



P.
# C4H11NO2

A cluster of 3 separate species, C4H11NO2 in total (the ωB97M-V functional and the def2-TZVPD basis, the OMol25 dataset).

XYZ file:
```
18
Properties=species:S:1:pos:R:3:lowdin_spin:R:1
C -0.11 2.59 -2.41 0.022
C -1.42 2.83 -1.73 0.177
C -1.78 4.10 -1.24 0.513
C -3.19 1.34 -1.34 0.034
N -1.99 1.74 -1.22 0.192
H -0.26 1.74 -3.08 0.002
H 0.22 3.48 -2.95 0.000
H 0.58 2.31 -1.61 0.009
H -2.72 4.33 -0.75 0.022
H -1.08 4.93 -1.31 0.021
H -3.55 0.39 -0.94 0.001
H -3.96 2.00 -1.76 0.008
H 2.76 -4.62 4.91 0.000
H 1.36 -5.16 4.50 0.000
O 2.16 -5.37 4.99 0.000
H 3.84 -5.01 2.26 0.000
H 4.66 -5.87 1.36 0.000
O 4.48 -5.74 2.30 0.000
```

Values from the calculation:
M = 105.14 g/mol
LUMO level (spin up / spin down) = -5.2 / -8.2 eV
Kohn-Sham gap (spin up / spin down) = 7.56 / 4.60 eV
spin multiplicity = 2
total charge = +1
highest occupied orbital energy (spin up / spin down) = -12.78 / -12.78 eV



Q.
# C4H11NO2

A cluster of 3 separate species, C4H11NO2 in total (the ωB97M-V functional and the def2-TZVPD basis, the OMol25 dataset).

XYZ file:
```
18
Properties=species:S:1:pos:R:3:lowdin_spin:R:1
C -0.11 -2.53 -1.15 0.018
C -0.02 -1.02 -1.01 0.091
C 0.03 -0.38 0.21 0.446
C -1.82 -0.36 -2.51 0.054
N -0.74 -0.40 -1.94 0.300
H 0.43 -2.99 -0.33 0.000
H -1.15 -2.81 -0.92 0.003
H -0.12 -2.91 -2.17 0.001
H 0.01 0.70 0.24 0.019
H -0.02 -0.98 1.11 0.021
H -2.60 -1.04 -2.14 0.024
H -2.09 0.29 -3.34 0.013
H 2.31 -0.06 2.08 0.001
H 3.44 0.98 2.06 0.000
O 2.69 0.65 1.56 0.008
H -0.14 4.39 1.95 0.000
H -0.02 3.84 3.43 0.000
O -0.07 4.62 2.88 0.000
```

Values from the calculation:
M = 105.14 g/mol
LUMO level (spin up / spin down) = -4.8 / -7.3 eV
Kohn-Sham gap (spin up / spin down) = 8.80 / 6.33 eV
spin multiplicity = 2
total charge = +1
highest occupied orbital energy (spin up / spin down) = -13.65 / -13.65 eV



Top of the stability list: P, leading by 15.2 kJ/mol.